Record 1
Entry from the OMol25 dataset: a structure of composition C40H28BrGeN3O7ReS2 (ωB97M-V with the def2-TZVPD basis set).

The calculation puts the largest force on an atom at 0.5 eV/A. The charge is +1. Its gap between HOMO and LUMO is 6.827 eV.

Geometry as XYZ:
```
83
Properties=species:S:1:pos:R:3:nbo_charge:R:1
C -2.0385 4.7197 -0.8487 0.0831
C -1.4177 -5.0867 -3.1206 -0.2051
C -5.2675 -0.9774 -0.3464 -0.1461
N -4.0190 5.9773 -0.9738 -0.0928
C -2.3491 1.0167 1.0519 0.1251
C -2.4615 -5.9989 -3.1348 -0.1883
O 1.4174 -0.1150 1.4388 -0.8766
H -0.6268 -3.3045 -2.2530 0.2074
C -2.5276 -3.8309 -1.3838 -0.4872
H -7.2101 -0.0746 -0.4418 0.2231
O 3.8282 0.4377 1.1626 -0.8551
H 2.0675 -5.2654 1.4656 0.2605
C -4.6355 4.0646 -4.1459 -0.2318
C 4.5573 -2.3265 1.3349 -0.1449
C -1.4517 -4.0069 -2.2492 -0.1923
N -2.8862 5.8305 -0.5051 -0.1077
C -3.8008 -3.7880 4.1580 -0.1820
C -3.9233 4.7430 -3.1719 -0.2298
H -2.4354 -6.8409 -3.8141 0.2231
C -3.6254 -0.0944 -1.8567 -0.1485
Ge -2.6957 -2.3081 -0.2021 1.5800
C -3.2033 -4.6417 3.2446 -0.2265
C -5.9441 4.9511 -1.8724 -0.1977
H -0.5763 -5.2136 -3.7890 0.2207
H -4.2789 1.4954 -3.1338 0.2219
C -2.8740 -4.1838 1.9774 -0.1200
C 0.0570 3.8949 -1.7642 -0.1853
H 5.2466 -1.4956 1.2852 0.2618
O 0.6509 1.6126 -1.2345 -0.5974
C -4.5533 0.8101 -2.3447 -0.2320
H -4.3585 -6.5409 -2.2919 0.2228
O 0.0274 -2.2805 2.3784 -0.8620
H -4.0452 -1.0163 2.2574 0.1997
H -2.4096 -4.8618 1.2741 0.2223
H -0.6893 5.9094 -1.9679 0.2432
C -3.3637 3.1556 0.6390 -0.0906
N -1.3451 1.2596 0.2329 -0.4405
H 4.4891 -5.6919 1.6644 0.2416
C -6.2013 -0.0719 -0.8344 -0.2285
H -4.5789 -1.8179 4.4979 0.2203
C -4.0897 -2.4804 3.7962 -0.2000
C -0.9157 -1.3606 -0.3367 -0.2208
C -5.8437 0.8238 -1.8298 -0.1853
C -1.3131 2.4740 -0.3900 0.1079
C 2.2891 -3.1525 1.2810 -0.2433
H -4.0556 -4.1441 5.1474 0.2243
C -0.1785 2.6847 -1.1824 0.2584
C 5.0250 -3.6254 1.5058 -0.1649
H -4.4263 -4.6390 -0.7480 0.2072
O 0.2978 -2.1469 -0.1190 -0.7336
C -4.5754 5.1696 -2.0184 0.0963
S 2.7726 -0.4345 0.8102 2.3811
C 2.7668 -4.4427 1.4291 -0.1715
H -5.5647 -1.6755 0.4274 0.2132
O 0.0023 -4.3234 0.9600 -0.8828
C -3.5413 -5.8320 -2.2802 -0.2225
C -3.9662 -0.9926 -0.8466 -0.5156
C -3.1323 -2.8634 1.6064 -0.4978
H 0.9521 4.0675 -2.3441 0.2477
H 6.0876 -3.8017 1.5970 0.2423
H -2.8821 4.9651 -3.3455 0.2318
C 3.1999 -2.0887 1.2207 -0.3763
H -4.1442 3.7400 -5.0528 0.2386
C 4.1351 -4.6777 1.5439 -0.1670
H -2.6243 -0.0986 -2.2792 0.1989
C -5.9824 3.7928 -3.9562 -0.0804
H -7.7080 4.0496 -2.7032 0.2411
Re 0.3292 0.0176 -0.2843 1.4156
O 2.3617 -0.4481 -0.6395 -0.8995
S 0.5153 -3.0400 1.2846 2.3504
H -6.5718 1.5237 -2.2181 0.2222
C -0.8849 4.9274 -1.5574 -0.2159
H -4.1406 3.8867 0.8203 0.2421
C -3.3882 1.9374 1.2642 -0.2497
Br -6.9133 2.7906 -5.2549 0.0975
C -2.2827 3.4665 -0.2151 -0.0334
C -3.5745 -4.7526 -1.4106 -0.1382
H -4.1872 1.6662 1.9383 0.2449
H -2.3108 0.0850 1.5974 0.2350
H -6.4442 5.3566 -1.0029 0.2384
C -6.6505 4.2379 -2.8246 -0.2395
C -3.7635 -2.0269 2.5280 -0.2079
H -2.9949 -5.6682 3.5159 0.2234
```

=====

Record 2
Entry from the OMol25 dataset: a structure of composition C40H29As2F6N9ScSe (ωB97M-V with the def2-TZVPD basis set).

The calculation puts the largest force on an atom at 0.9 eV/A. As for the energy relative to the best compared isomer or geometry (same formula, charge and spin): 0.103 eV. The charge is -1. Its gap between HOMO and LUMO is 7.726 eV.

Geometry as XYZ:
```
88
Properties=species:S:1:pos:R:3:mulliken_charge:R:1
H 3.4894 -5.1951 0.1512 0.4361
H 1.5005 5.8955 -0.6478 0.3582
C -5.3935 3.2351 3.0507 -0.5003
C 4.6985 1.0718 1.4760 -1.2183
C -3.0471 3.3677 2.5276 -0.4942
C 3.8969 -1.6627 -3.4983 0.0094
C 2.3488 0.1726 -3.1117 0.4436
C -4.1917 3.9309 3.0747 -0.7136
F 3.1449 -1.2180 -1.3538 -0.0845
H 0.5844 -0.8502 3.7657 0.7520
F 1.6653 1.3948 -5.0267 -0.3884
C 3.9046 -1.4021 -4.8541 0.6631
H -4.1436 4.9187 3.5164 0.3953
C 3.3620 -0.8156 3.0145 -0.9402
H 5.0488 -0.7173 4.3310 0.4044
C -5.4480 1.9678 2.4876 -0.8310
C -4.3133 1.8228 -2.4602 -0.6896
C -0.5064 2.8849 0.7537 0.2420
C -0.6918 -3.6283 -1.6459 0.2030
H 2.8560 -1.5725 3.6030 0.3202
H -5.2447 2.2037 -2.0595 0.4472
F 4.6518 -2.1442 -5.6835 -0.3322
H -0.8260 -1.3667 2.8400 0.2164
C 2.4374 -3.4248 0.7271 -0.6434
F -4.8019 2.8334 -4.5351 -0.3610
C 3.1227 -0.8868 -2.6594 0.0216
C -4.3041 1.3986 1.9419 -0.2651
H 0.1513 1.5209 3.1180 0.6145
C -0.3864 4.8674 -0.6273 -0.7196
Se 1.3041 1.2763 -1.9494 -0.2819
N -0.2206 -4.4482 -2.5549 -0.6956
N -1.8605 -1.8338 0.3350 1.6244
H -6.3812 1.4185 2.4702 0.4157
N -3.4940 -2.3623 1.6507 -0.9205
C -1.9513 0.8439 -3.5223 -0.0776
C -1.1002 3.7870 -0.1350 -0.1913
H 2.9990 0.9714 0.1567 0.6059
C -2.8036 1.5932 -4.3264 -0.8437
C 3.4532 0.6031 1.0700 0.0609
C 4.6017 -0.3439 3.4181 -0.7090
C -3.1013 2.1019 1.9563 0.5725
H -2.5672 1.8116 -5.3604 0.4450
C 5.2711 0.6014 2.6480 -0.5193
H -0.0385 -5.7791 2.5124 0.4221
H 5.2215 1.7995 0.8680 0.4759
C -2.2246 0.5566 -2.1775 0.7558
C 0.6658 -5.1231 2.0163 -0.6430
H 3.1279 -2.7683 0.2104 0.2918
C -2.1787 -3.1232 0.1953 -0.0130
H -1.3501 0.8222 3.7077 0.6839
H -6.2858 3.6812 3.4724 0.3695
H -1.0301 0.4885 -3.9741 0.3329
N 0.5284 -2.4442 -2.9411 -0.2191
H -0.4237 -3.3700 2.5534 0.3133
C 2.7831 -0.3399 1.8410 0.4862
F 3.1418 -0.1083 -6.6626 -0.3269
H 1.9086 -6.7189 1.3014 0.3651
H 2.5794 4.2937 0.8978 0.3782
C 2.6430 -4.7944 0.6941 -0.6217
C -0.6043 0.7636 2.9163 -2.0508
C 2.3830 0.4040 -4.4788 -0.1657
H -1.9069 -4.9431 -0.6711 0.2677
H 1.3310 2.3832 1.7653 0.0287
F 4.6387 -2.6667 -3.0122 -0.3371
C 1.3405 -2.8930 1.4036 0.4441
H -0.8579 5.5493 -1.3237 0.3925
C 3.1405 -0.3644 -5.3449 0.2853
As -1.5135 1.2608 1.2293 1.6342
H -3.7417 0.8410 -0.6721 0.3610
H -2.1165 3.9194 2.5406 0.4377
C 1.5408 4.1666 0.6177 -0.6175
C -0.0123 -0.6457 2.8771 -0.6254
H -4.3378 0.4020 1.5216 0.1464
C 1.7561 -5.6476 1.3399 -0.6107
N -2.7483 -1.3895 1.2808 -0.5309
H 6.2414 0.9657 2.9623 0.3782
C -3.4366 1.0593 -1.6901 -0.1438
N -0.2603 -2.3800 -1.8257 1.0120
C 0.9369 5.0620 -0.2477 -0.5120
C 0.4524 -3.7490 2.0435 -0.3505
C 0.8258 3.0788 1.1069 -0.4386
N 0.5454 -3.6541 -3.3535 -0.7570
Sc -0.6291 -0.4568 -0.9816 -0.9340
H -2.1270 3.6372 -0.4492 0.3695
As 1.0455 -0.9752 1.2670 1.6695
C -3.9672 2.0796 -3.7677 0.4230
N -1.5294 -4.0120 -0.6259 0.0415
N -3.1712 -3.4905 0.9855 -0.6998
```